Record 1
Computed, not measured: a 3-piece molecular cluster, C12H16O6 overall at a distorted geometry, with ωB97M-V/def2-TZVPD.

Positions of all 34 atoms, in Å:
O (40.753, 1.127, 41.368)
C (40.334, 1.444, 40.363)
C (41.124, 1.776, 39.189)
C (40.508, 2.125, 37.871)
O (41.293, 2.145, 36.757)
C (39.092, 2.035, 37.667)
O (38.581, 2.188, 36.541)
C (38.250, 1.680, 38.708)
C (38.825, 1.444, 40.097)
O (38.082, 1.416, 41.298)
H (42.302, 1.707, 39.268)
H (42.236, 2.498, 36.796)
H (37.259, 1.629, 38.661)
H (38.679, 1.163, 41.817)
C (35.009, 3.565, 35.656)
C (33.791, 3.169, 36.497)
C (34.051, 2.483, 37.688)
O (32.574, 3.396, 36.138)
H (34.799, 4.323, 34.921)
H (35.520, 2.675, 35.091)
H (35.836, 3.733, 36.093)
H (33.145, 2.521, 38.468)
H (34.777, 2.798, 38.498)
H (34.370, 1.434, 37.398)
C (45.002, 4.225, 34.350)
C (44.834, 4.457, 35.920)
C (44.276, 5.789, 36.521)
O (45.040, 3.524, 36.688)
H (45.351, 3.196, 34.156)
H (45.744, 4.816, 33.936)
H (44.223, 4.217, 33.597)
H (43.167, 5.920, 36.527)
H (44.813, 6.515, 35.731)
H (44.654, 5.927, 37.546)

Properties
Net charge: 0
Energy: -24981.37842 eV
Energy relative to the best compared isomer or geometry (same formula, charge and spin): 615.6 kJ/mol
SMILES: O=C1C=C(O)C(=O)C=C1O.CC(C)=O.CC(C)=O

Atom charges from the Löwdin analysis, given in e for atoms 1 to 6:
1. O 0.1875
2. C -0.4569
3. C 0.1028
4. C -0.1658
5. O 0.0631
6. C -0.4042



Record 2
Computed, not measured: C12H17BBeN6O2 as an isolated structure at a distorted geometry, with ωB97M-V/def2-TZVPD.

Positions of all 39 atoms, in Å:
H (-2.181, -1.499, -0.868)
N (-1.043, 0.314, -0.755)
B (-0.420, 2.820, -0.837)
N (-1.420, 1.632, -0.786)
C (-2.763, 1.731, -0.724)
Be (0.709, -0.124, -0.623)
H (-3.233, 2.706, -0.697)
C (-3.281, 0.444, -0.734)
H (-4.316, 0.165, -0.695)
C (-2.177, -0.418, -0.792)
H (-0.844, 3.717, -1.501)
C (0.913, -1.347, -1.862)
H (0.960, -0.886, -2.852)
H (0.119, -2.091, -1.852)
H (1.856, -1.871, -1.679)
N (0.968, 2.337, -1.341)
N (-0.251, 3.246, 0.651)
N (1.485, 1.113, -0.920)
N (0.314, 2.362, 1.485)
C (1.896, 2.979, -2.065)
C (-0.609, 4.319, 1.370)
H (1.641, 3.915, -2.538)
H (-1.109, 5.142, 0.885)
C (3.077, 2.230, -2.033)
C (-0.237, 4.101, 2.696)
C (2.800, 1.102, -1.263)
C (0.356, 2.841, 2.736)
H (4.010, 2.479, -2.503)
H (-0.391, 4.768, 3.518)
H (3.453, 0.284, -0.978)
H (0.797, 2.271, 3.534)
H (0.561, 1.403, 1.236)
C (-0.677, -2.265, 1.604)
C (-0.205, -0.844, 1.629)
O (-0.779, 0.027, 2.293)
O (0.870, -0.608, 0.886)
H (-1.372, -2.411, 2.430)
H (0.165, -2.964, 1.665)
H (-1.209, -2.445, 0.660)

Properties
Net charge: 0
Energy: -26836.86357 eV
Energy relative to the best compared isomer or geometry (same formula, charge and spin): 0.0 kJ/mol

Atom charges from the Löwdin analysis, given in e for atoms 1 to 6:
1. H 0.1115
2. N 0.0711
3. B -0.4482
4. N 0.0061
5. C -0.0615
6. Be -0.0985



Record 3
Computed, not measured: C12H17BHgN6O as an isolated structure at a distorted geometry, with ωB97M-V/def2-TZVPD.

Positions of all 38 atoms, in Å:
C (2.946, -0.211, 0.518)
N (1.674, -0.214, 0.089)
N (1.716, -0.171, -1.284)
C (2.997, -0.189, -1.707)
C (3.817, -0.206, -0.586)
B (0.441, -0.027, -2.150)
N (-0.556, -1.183, -1.770)
N (-1.061, -1.386, -0.510)
C (-1.987, -2.372, -0.578)
C (-2.054, -2.817, -1.902)
C (-1.140, -2.055, -2.618)
Hg (-0.332, -0.665, 1.483)
N (-0.246, 1.321, -1.801)
N (-0.675, 1.531, -0.509)
C (-1.243, 2.732, -0.470)
C (-1.170, 3.337, -1.751)
C (-0.523, 2.402, -2.561)
H (-1.679, 3.123, 0.435)
H (-0.250, 2.425, -3.595)
H (-1.538, 4.301, -2.020)
H (0.699, -0.065, -3.319)
H (-0.846, -2.057, -3.656)
H (3.227, -0.198, -2.759)
H (-2.686, -3.595, -2.281)
H (4.886, -0.214, -0.563)
H (-2.538, -2.689, 0.303)
H (3.197, -0.199, 1.572)
H (-2.945, -0.872, 2.394)
C (-2.369, -1.649, 2.926)
H (-2.848, -2.614, 2.731)
H (-1.290, -1.813, 2.646)
H (-2.362, -1.404, 3.994)
C (1.287, 1.652, 2.983)
C (0.578, 0.354, 3.233)
O (0.485, -0.225, 4.291)
H (1.351, 1.849, 1.907)
H (2.300, 1.587, 3.416)
H (0.736, 2.475, 3.468)

Properties
Net charge: +2
Energy: -28539.98278 eV

Atom charges from the Löwdin analysis, given in e for atoms 1 to 6:
1. C -0.1278
2. N -0.0445
3. N -0.0371
4. C -0.0293
5. C -0.0169
6. B -0.4711



Record 4
Computed, not measured: C12H17Cl2GaN as an isolated structure at a distorted geometry, with ωB97M-V/def2-TZVPD.

Positions of all 33 atoms, in Å:
Ga (-1.268, 0.614, 1.807)
Cl (0.216, 2.242, 1.100)
Cl (0.171, -1.234, 2.444)
C (-2.676, 1.012, 2.858)
H (-3.362, 0.094, 3.100)
H (-3.406, 1.824, 2.441)
C (-1.314, -0.715, -0.450)
C (-2.147, 0.035, 0.214)
H (-0.937, -1.606, 0.009)
C (-2.681, 1.414, -0.453)
H (-2.925, -0.399, 1.084)
C (-2.631, 1.278, -1.988)
H (-3.701, 1.620, -0.088)
H (-2.087, 2.331, -0.175)
C (-1.225, 0.912, -2.451)
H (-3.325, 0.493, -2.252)
H (-2.915, 2.233, -2.468)
C (-0.708, -0.440, -1.760)
H (-1.209, 0.751, -3.544)
H (-0.479, 1.687, -2.205)
H (-0.955, -1.250, -2.473)
H (0.397, -0.400, -1.722)
C (4.640, -1.656, 0.900)
C (3.615, -2.391, 0.226)
C (2.420, -1.694, -0.089)
N (2.254, -0.408, 0.129)
C (3.112, 0.233, 0.916)
C (4.372, -0.317, 1.265)
H (5.573, -2.116, 1.122)
H (3.725, -3.411, -0.041)
H (1.571, -2.237, -0.527)
H (2.804, 1.210, 1.289)
H (5.083, 0.292, 1.786)

Properties
Net charge: -1
Energy: -91629.90824 eV
Energy relative to the best compared isomer or geometry (same formula, charge and spin): 67.4 kJ/mol

Atom charges from the Löwdin analysis, given in e for atoms 1 to 6:
1. Ga -0.2498
2. Cl 0.0777
3. Cl -0.0094
4. C -0.3586
5. H -0.0555
6. H -0.0591



Record 5
Computed, not measured: an isolated ion of composition C12H17Cl2N2O2S and charge +1 at a distorted geometry, with ωB97M-V/def2-TZVPD.

Positions of all 36 atoms, in Å:
C (1.840, -0.360, -3.138)
N (1.505, -0.604, -1.726)
C (2.254, -1.764, -1.173)
C (1.401, -2.619, -0.242)
C (1.042, -1.912, 1.066)
N (0.376, -0.642, 0.853)
S (-1.178, -0.727, 0.209)
O (-1.729, -1.968, 0.627)
O (-1.044, -0.505, -1.228)
C (-2.003, 0.661, 0.947)
C (-2.449, 0.547, 2.252)
C (-3.079, 1.627, 2.842)
C (-3.256, 2.812, 2.132)
Cl (-4.033, 4.143, 2.871)
C (-2.803, 2.910, 0.809)
Cl (-3.019, 4.358, -0.080)
C (-2.174, 1.823, 0.218)
C (1.184, 0.503, 0.538)
C (1.668, 0.633, -0.935)
H (1.245, 0.463, -3.526)
H (1.619, -1.246, -3.729)
H (2.897, -0.116, -3.239)
H (0.456, -0.789, -1.672)
H (2.586, -2.383, -2.008)
H (3.140, -1.394, -0.652)
H (1.952, -3.530, -0.007)
H (0.479, -2.910, -0.748)
H (0.351, -2.538, 1.631)
H (1.932, -1.734, 1.674)
H (-2.315, -0.383, 2.780)
H (-3.444, 1.562, 3.855)
H (-1.848, 1.870, -0.808)
H (0.596, 1.390, 0.785)
H (2.046, 0.484, 1.209)
H (1.087, 1.410, -1.434)
H (2.721, 0.927, -0.953)

Properties
Net charge: +1
Energy: -55668.75280 eV
SMILES: C[N@H+]1CCCN(S(=O)(=O)c2ccc(Cl)c(Cl)c2)CC1

Atom charges from the Löwdin analysis, given in e for atoms 1 to 6:
1. C 0.0113
2. N -0.1754
3. C -0.1032
4. C -0.1288
5. C -0.1788
6. N -0.2374



Record 6
Computed, not measured: C12H17Cl2NPtS as an isolated structure at a distorted geometry, with ωB97M-V/def2-TZVPD.

Positions of all 34 atoms, in Å:
Pt (-1.806, 3.241, -0.377)
Cl (-2.122, 4.331, -2.277)
Cl (-1.365, 1.850, 1.304)
C (0.867, -1.270, -0.365)
H (1.803, -1.851, -0.327)
H (1.021, -0.304, 0.140)
C (-1.106, -0.259, -1.547)
C (0.381, -1.123, -1.676)
H (-1.779, -0.622, -0.757)
C (1.330, -0.454, -2.663)
H (0.070, -2.094, -2.103)
C (1.109, 1.041, -2.925)
H (2.367, -0.607, -2.336)
H (1.217, -0.979, -3.618)
C (-0.333, 1.378, -3.301)
H (1.416, 1.629, -2.049)
H (1.767, 1.343, -3.752)
C (-1.336, 0.986, -2.188)
H (-0.442, 2.454, -3.487)
H (-0.614, 0.847, -4.222)
H (-1.354, 1.895, -1.399)
H (-2.352, 0.952, -2.603)
S (-0.260, -2.252, 0.776)
C (0.026, -1.513, 2.313)
N (-1.041, -0.899, 2.913)
C (-0.976, -0.390, 4.177)
C (0.200, -0.507, 4.892)
C (1.317, -1.108, 4.298)
C (1.226, -1.613, 3.006)
H (-1.890, -0.767, 2.362)
H (-1.882, 0.085, 4.542)
H (0.240, -0.124, 5.908)
H (2.254, -1.186, 4.846)
H (2.047, -2.109, 2.494)

Properties
Multiplicity: 5
Net charge: 0
Energy: -53331.91199 eV
Energy relative to the best compared isomer or geometry (same formula, charge and spin): 58.4 kJ/mol

Atom charges from the Löwdin analysis, given in e for atoms 1 to 6:
1. Pt 0.4714
2. Cl -0.1116
3. Cl -0.0705
4. C -0.4524
5. H 0.0893
6. H 0.1011



Which of these has the lowest energy? C12H17Cl2GaN



Among the records above, which one has the lowest energy? C12H17Cl2GaN